1.
{"formula": "C13H15N", "method": "ωB97M-V/def2-TZVPD", "symbols": ["C", "C", "C", "C", "C", "C", "C", "C", "C", "C", "C", "C", "C", "N", "H", "H", "H", "H", "H", "H", "H", "H", "H", "H", "H", "H", "H", "H", "H"], "positions_angstrom": [[3.374, 1.736, 1.180], [2.605, 2.321, 0.193], [3.087, 0.539, 1.725], [1.449, 1.597, -0.246], [2.102, -0.217, 1.208], [1.221, 0.274, 0.200], [0.119, -0.305, -1.955], [-1.988, -0.681, 2.407], [-1.539, -0.388, 1.181], [0.236, -0.583, -0.538], [-0.562, 0.482, -2.939], [-1.875, -1.950, -0.712], [-0.863, -1.265, 0.195], [0.861, -1.286, -1.794], [4.288, 2.236, 1.628], [2.967, 3.184, -0.399], [3.517, 0.298, 2.704], [0.979, 2.201, -1.009], [1.718, -1.188, 1.612], [-2.496, 0.095, 2.968], [-1.770, -1.621, 2.860], [-1.871, 0.607, 0.860], [-0.184, 1.516, -3.227], [-1.609, 0.589, -2.650], [-0.901, 0.005, -3.901], [-2.433, -1.264, -1.369], [-1.271, -2.471, -1.556], [-2.421, -2.625, -0.035], [-0.414, -2.026, 0.807]], "forces_ev_per_a": [[4.897, 0.244, 3.948], [-3.439, 0.767, -4.141], [0.744, -0.386, 1.913], [2.115, 1.004, 0.623], [-1.173, -3.808, 1.860], [-2.080, 2.862, -3.481], [0.276, -0.069, 0.408], [0.763, 0.493, -0.948], [-1.429, 1.369, 0.695], [1.251, 1.418, -0.340], [-2.330, 1.523, -3.018], [1.622, -0.789, -1.758], [-0.100, -0.467, 0.552], [0.095, -0.557, 0.130], [-1.420, -0.183, -0.634], [-0.457, -0.569, 0.574], [0.325, -0.341, -0.719], [-0.940, -0.849, -0.265], [0.910, 0.948, 0.213], [-0.077, -0.299, 0.068], [0.009, -0.564, 0.443], [0.427, -0.163, -0.360], [-0.148, -1.414, 0.786], [0.063, 0.724, 1.012], [1.654, -0.238, 0.479], [-0.538, 0.012, 0.983], [-0.999, -0.018, 1.759], [-0.367, 0.199, -1.032], [0.344, -0.852, 0.248]], "lowdin_spin": [0.425, 0.452, 0.079, 0.006, 0.450, 0.409, 0.006, 0.006, 0.007, 0.037, 0.003, 0.003, 0.008, 0.055, 0.017, 0.024, -0.006, -0.008, 0.023, 0.000, 0.000, 0.001, 0.000, 0.000, 0.000, 0.000, 0.000, 0.001, 0.000], "e_homo_ev": [-4.80, -9.23], "de_lowest_kcal_mol": 17.72, "homo_lumo_gap_ev": [5.62, 6.71], "energy_ev": -15206.4424, "spin_multiplicity": 3, "largest_force_ha_per_bohr": 0.1224, "s2": 2.058}

2.
{"formula": "C27H55BrIN2O6S2", "method": "ωB97M-V/def2-TZVPD", "symbols": ["C", "C", "C", "O", "C", "N", "C", "I", "C", "C", "C", "C", "C", "Br", "C", "C", "C", "O", "C", "C", "N", "C", "S", "C", "S", "C", "C", "H", "H", "H", "H", "H", "H", "H", "H", "H", "H", "H", "H", "H", "H", "H", "H", "H", "H", "H", "H", "H", "H", "H", "H", "H", "H", "H", "H", "H", "H", "H", "H", "H", "H", "H", "C", "O", "C", "C", "O", "C", "H", "H", "H", "H", "H", "H", "H", "H", "H", "H", "C", "O", "C", "C", "O", "C", "H", "H", "H", "H", "H", "H", "H", "H", "H", "H"], "positions_angstrom": [[-4.339, -1.184, -0.350], [-3.886, -2.384, 0.475], [-2.426, -2.320, 0.966], [-1.798, -1.110, 0.522], [-0.419, -1.164, 0.381], [-0.151, -0.611, -0.991], [-0.069, 0.896, -1.138], [1.293, 1.818, 0.235], [-1.451, 1.583, -1.215], [-1.862, 2.615, -0.167], [-3.217, 3.179, -0.648], [-2.093, 2.026, 1.221], [0.597, 0.996, -2.613], [2.148, 2.122, -2.555], [0.866, -0.434, -3.191], [-0.153, -0.744, -4.292], [-1.625, -0.474, -4.015], [-2.327, -0.629, -5.237], [-2.698, 0.600, -5.840], [-3.976, 1.166, -5.256], [2.215, -0.675, -3.686], [2.647, -0.128, -4.673], [3.216, 0.592, -5.905], [0.760, -1.383, -1.923], [-0.296, -2.910, -2.191], [2.050, -1.969, -1.356], [3.069, -1.046, -0.699], [-4.148, -0.246, 0.159], [-5.415, -1.241, -0.494], [-3.890, -1.208, -1.340], [-4.543, -2.553, 1.321], [-3.974, -3.257, -0.166], [-1.897, -3.194, 0.591], [-2.427, -2.331, 2.053], [0.055, -0.535, 1.128], [-0.042, -2.178, 0.471], [-1.064, -0.794, -1.432], [-2.224, 0.812, -1.160], [-1.562, 2.054, -2.186], [-1.198, 3.475, -0.147], [-3.812, 2.419, -1.149], [-3.761, 3.652, 0.160], [-3.031, 3.944, -1.401], [-2.972, 1.385, 1.161], [-1.280, 1.404, 1.578], [-2.329, 2.819, 1.924], [-0.007, 1.535, -3.326], [-0.027, -1.767, -4.623], [0.092, -0.126, -5.158], [-2.071, -1.187, -3.325], [-1.804, 0.538, -3.658], [-1.887, 1.332, -5.787], [-2.848, 0.379, -6.893], [-4.405, 1.921, -5.907], [-3.771, 1.679, -4.314], [-4.689, 0.378, -5.040], [0.360, -3.411, -3.236], [2.515, -2.584, -2.116], [1.735, -2.674, -0.590], [3.249, -0.161, -1.298], [4.014, -1.583, -0.665], [2.810, -0.817, 0.327], [5.857, -4.810, -0.547], [5.165, -4.707, 0.685], [5.538, -5.715, 1.617], [6.509, -5.198, 2.653], [7.755, -4.847, 2.079], [7.920, -3.456, 1.879], [5.690, -3.886, -1.100], [6.931, -4.943, -0.404], [5.462, -5.648, -1.132], [5.963, -6.578, 1.097], [4.624, -6.041, 2.123], [6.698, -5.994, 3.379], [6.076, -4.347, 3.189], [8.103, -2.947, 2.831], [7.046, -3.011, 1.395], [8.787, -3.319, 1.237], [-0.464, 5.965, 5.808], [-1.680, 5.880, 6.527], [-2.827, 6.159, 5.743], [-3.541, 4.896, 5.323], [-2.755, 4.108, 4.438], [-2.114, 3.018, 5.073], [0.313, 5.521, 6.427], [-0.516, 5.423, 4.860], [-0.202, 7.011, 5.612], [-2.559, 6.754, 4.864], [-3.505, 6.754, 6.360], [-4.455, 5.169, 4.788], [-3.826, 4.313, 6.204], [-2.839, 2.227, 5.295], [-1.612, 3.313, 5.997], [-1.370, 2.629, 4.379]], "forces_ev_per_a": [[-0.374, -0.196, 0.294], [0.357, -0.034, -0.417], [-0.825, -0.061, 0.174], [0.165, -0.196, -0.240], [-0.412, 0.075, 0.740], [-0.728, 0.032, 0.038], [1.333, 0.841, -1.991], [-0.935, -0.399, 2.016], [-0.169, -0.226, 0.888], [-1.038, 0.093, 0.148], [0.628, 0.358, -0.589], [-0.175, -0.168, -0.350], [0.794, -0.005, 0.520], [0.671, 0.355, -2.075], [0.285, -0.791, 1.339], [-0.036, 0.342, -0.085], [-0.446, -0.069, -0.666], [0.220, -0.076, 0.191], [-0.360, -0.051, -0.459], [0.350, 0.336, 0.577], [-0.652, 0.141, 0.014], [0.094, 0.069, -0.049], [0.391, 0.185, -0.641], [-0.311, -0.983, -0.730], [-0.232, 0.062, 0.112], [-0.025, 0.535, 1.236], [0.364, -0.402, -0.598], [0.165, 0.177, -0.087], [-0.126, -0.053, -0.088], [0.182, 0.238, -0.079], [-0.101, 0.110, 0.137], [-0.118, -0.192, 0.035], [0.348, 0.030, -0.006], [0.268, -0.040, 0.143], [0.298, 0.171, -0.134], [0.161, -0.122, -0.303], [-0.125, 0.039, 0.145], [-0.047, -0.154, -0.066], [0.174, 0.068, -0.159], [0.465, -0.170, 0.101], [-0.294, -0.174, 0.286], [-0.178, -0.082, 0.130], [-0.082, 0.115, -0.087], [-0.097, -0.108, 0.074], [0.174, 0.121, 0.229], [0.175, 0.052, 0.220], [-0.471, 0.013, 0.199], [-0.031, -0.162, -0.053], [0.195, 0.170, -0.001], [0.073, -0.035, 0.255], [0.087, 0.082, 0.281], [0.159, 0.015, 0.065], [0.033, -0.116, -0.115], [-0.142, -0.036, -0.196], [-0.031, -0.017, 0.156], [-0.172, -0.110, -0.235], [0.222, 0.004, -0.097], [-0.081, 0.108, -0.374], [0.008, -0.209, 0.011], [0.000, 0.289, 0.156], [0.116, -0.071, 0.084], [-0.121, 0.274, 0.061], [-0.103, -0.011, -0.019], [0.117, 0.052, -0.053], [-0.254, 0.086, 0.063], [0.203, -0.123, 0.053], [-0.060, 0.051, -0.111], [0.035, -0.008, 0.040], [-0.037, 0.006, 0.006], [-0.001, -0.012, 0.025], [0.084, -0.008, -0.043], [0.034, 0.002, -0.007], [0.017, -0.035, 0.005], [-0.036, 0.012, 0.022], [-0.025, 0.015, -0.017], [-0.035, 0.033, -0.012], [-0.005, 0.002, 0.003], [0.030, -0.021, 0.018], [0.012, 0.035, 0.036], [0.028, -0.110, -0.079], [0.012, 0.068, 0.228], [-0.099, 0.015, -0.216], [0.120, -0.010, 0.026], [-0.053, -0.069, -0.061], [-0.004, 0.022, 0.037], [-0.005, 0.009, -0.008], [0.007, -0.012, -0.051], [0.000, -0.016, -0.028], [-0.018, 0.017, -0.036], [-0.013, 0.001, 0.029], [0.023, -0.005, 0.024], [0.041, -0.018, 0.060], [-0.021, 0.050, 0.000], [-0.013, -0.011, -0.020]], "lowdin_charge": [-0.088, -0.192, -0.162, -0.142, -0.175, -0.049, -0.643, 1.135, -0.178, -0.446, -0.059, -0.083, -0.564, 0.738, -0.412, -0.115, -0.226, -0.132, -0.262, -0.061, 0.066, -0.835, 0.843, -0.522, 0.936, -0.253, -0.104, 0.056, 0.083, 0.064, 0.110, 0.108, 0.111, 0.129, 0.091, 0.124, 0.113, 0.111, 0.110, 0.110, 0.078, 0.086, 0.084, 0.074, 0.023, 0.080, 0.072, 0.109, 0.131, 0.091, 0.093, 0.120, 0.124, 0.082, 0.060, 0.085, -0.073, 0.114, 0.089, 0.021, 0.079, 0.040, -0.112, -0.204, -0.204, -0.207, -0.186, -0.110, 0.078, 0.088, 0.090, 0.128, 0.125, 0.128, 0.126, 0.090, 0.079, 0.091, -0.112, -0.186, -0.205, -0.200, -0.205, -0.114, 0.090, 0.080, 0.090, 0.127, 0.128, 0.126, 0.128, 0.091, 0.087, 0.078], "e_homo_ev": -10.89, "homo_lumo_gap_ev": 7.82, "charge": 1, "energy_ev": -143958.3544, "largest_force_ha_per_bohr": 0.0494}

3.
{"formula": "C20H40P2PbSi", "method": "ωB97M-V/def2-TZVPD", "symbols": ["P", "P", "C", "C", "H", "H", "H", "H", "C", "H", "H", "H", "C", "H", "H", "H", "C", "H", "H", "H", "C", "H", "H", "H", "Pb", "C", "C", "C", "C", "C", "C", "C", "C", "C", "H", "H", "H", "H", "H", "H", "H", "H", "H", "H", "H", "H", "H", "H", "H", "C", "Si", "C", "C", "C", "C", "H", "H", "H", "H", "H", "H", "H", "H", "H"], "positions_angstrom": [[1.362, 3.758, 1.681], [3.376, 2.680, -0.497], [3.017, 4.584, 1.581], [3.689, 4.380, 0.212], [3.628, 4.165, 2.394], [2.849, 5.651, 1.784], [3.312, 5.103, -0.529], [4.779, 4.505, 0.292], [4.724, 1.788, 0.396], [4.811, 0.777, -0.018], [4.502, 1.719, 1.466], [5.662, 2.331, 0.245], [4.194, 2.876, -2.123], [5.248, 3.147, -1.979], [3.678, 3.660, -2.691], [4.120, 1.926, -2.664], [0.885, 4.034, 3.410], [-0.140, 3.663, 3.551], [0.933, 5.107, 3.643], [1.568, 3.472, 4.064], [0.341, 5.029, 0.837], [0.559, 5.060, -0.239], [0.555, 6.004, 1.289], [-0.720, 4.784, 0.978], [-1.704, -3.563, -1.609], [1.504, 0.163, -1.488], [1.950, -0.389, -0.352], [1.959, 0.239, 0.998], [0.814, -0.170, 1.951], [-0.567, 0.193, 1.489], [-0.945, 0.936, 0.439], [-0.108, 1.858, -0.393], [0.541, 1.292, -1.667], [-3.729, -1.953, 0.656], [1.796, -0.311, -2.432], [2.400, -1.391, -0.390], [1.935, 1.337, 0.906], [2.911, 0.006, 1.496], [0.884, -1.258, 2.107], [1.000, 0.291, 2.938], [-1.359, -0.259, 2.110], [-2.005, 0.932, 0.157], [0.696, 2.303, 0.227], [-0.736, 2.712, -0.695], [-0.263, 0.980, -2.350], [1.063, 2.125, -2.184], [-4.769, -1.637, 0.494], [-3.074, -1.082, 0.470], [-3.636, -2.231, 1.713], [-2.897, -7.147, -0.873], [-4.190, -5.878, -1.340], [-4.242, -5.793, -3.209], [-5.859, -6.342, -0.658], [-3.645, -4.215, -0.711], [-3.338, -3.054, -0.235], [-3.290, -8.161, -1.023], [-2.615, -7.042, 0.184], [-1.983, -7.047, -1.480], [-4.798, -6.649, -3.612], [-4.747, -4.873, -3.536], [-3.235, -5.806, -3.653], [-5.833, -6.424, 0.438], [-6.610, -5.585, -0.909], [-6.205, -7.309, -1.059]], "forces_ev_per_a": [[0.464, -0.144, 0.117], [0.129, 0.527, 0.118], [-0.261, 0.193, 0.186], [0.179, -0.182, -0.177], [-0.071, 0.121, -0.231], [0.343, -0.100, 0.077], [0.078, -0.129, 0.264], [-0.208, 0.257, -0.047], [-0.099, 0.039, -0.170], [0.033, 0.113, 0.146], [0.058, 0.002, -0.180], [0.017, -0.145, 0.101], [0.209, 0.084, 0.055], [-0.113, -0.004, -0.275], [0.146, -0.198, 0.026], [0.070, 0.220, 0.018], [0.048, 0.481, 0.281], [0.298, 0.116, 0.048], [-0.088, -0.213, 0.278], [-0.264, 0.184, -0.120], [-0.073, -0.029, 0.096], [-0.060, -0.028, 0.258], [-0.143, 0.031, -0.156], [0.221, 0.105, -0.110], [1.275, 0.300, -0.610], [-0.074, -0.792, -0.029], [0.135, -0.219, -0.420], [-0.596, 0.561, 0.869], [0.611, 0.281, -0.030], [-0.616, -0.207, -0.086], [-0.188, -0.263, 0.277], [0.785, 0.384, -0.305], [-0.071, 0.755, -0.077], [-0.225, 0.907, 0.279], [-0.320, -0.208, 0.273], [0.204, 0.474, -0.275], [0.143, -0.775, 0.170], [-0.218, -0.116, -0.141], [-0.303, 0.153, 0.034], [-0.029, -0.163, -0.227], [0.262, 0.014, -0.553], [0.201, 0.058, 0.413], [-0.873, -0.474, -0.687], [0.066, -0.286, 0.022], [0.252, -0.209, -0.009], [-0.294, -0.282, 0.171], [0.120, -0.148, 0.012], [-0.387, -0.419, 0.238], [0.037, -0.056, -0.171], [0.245, -0.116, 0.243], [0.344, 0.598, 0.095], [-0.123, 0.135, -0.272], [-0.393, -0.398, 0.100], [-0.733, -1.083, -0.108], [0.224, 0.149, 0.034], [0.051, 0.122, 0.055], [-0.050, -0.116, -0.207], [-0.353, 0.037, 0.182], [0.028, 0.117, 0.016], [0.067, -0.227, -0.015], [-0.304, 0.016, 0.224], [0.032, 0.018, -0.211], [0.098, -0.074, -0.002], [0.056, 0.252, 0.125]], "nbo_charge": [0.854, 0.842, -0.713, -0.716, 0.225, 0.213, 0.222, 0.213, -0.947, 0.237, 0.231, 0.211, -0.951, 0.212, 0.231, 0.237, -0.951, 0.241, 0.211, 0.235, -0.946, 0.236, 0.215, 0.237, 0.641, -0.165, -0.204, -0.498, -0.434, -0.180, -0.191, -0.510, -0.437, -0.682, 0.196, 0.198, 0.252, 0.209, 0.207, 0.211, 0.196, 0.193, 0.251, 0.204, 0.209, 0.213, 0.219, 0.232, 0.229, -1.120, 1.651, -1.121, -1.131, -0.794, -0.266, 0.236, 0.237, 0.242, 0.235, 0.236, 0.242, 0.240, 0.240, 0.233], "e_homo_ev": -6.24, "de_lowest_kcal_mol": 0.00, "homo_lumo_gap_ev": 6.20, "energy_ev": -53087.9740, "largest_force_ha_per_bohr": 0.0281}